Density functional theory data (ωB97M-V with the def2-TZVPD basis set) for a molecular structure, C61H67N9O19SiTa.

Results
Charge: -1
E_tot, eV: -126057.4218
LUMO energy, hartree: 0.01698
E_HOMO, eV: -4.406
Max |F|, eV/Å: 1.766

The geometry in XYZ format:
```
158
Properties=species:S:1:pos:R:3:forces:R:3:lowdin_charge:R:1
Ta -0.547 1.638 0.541 1.407 1.067 -0.056 1.145
Si -2.357 0.877 -1.260 0.068 -0.540 -0.072 0.304
O 2.464 8.745 -7.924 -0.049 0.052 0.029 0.067
O 0.024 -3.025 9.993 0.089 0.014 0.127 0.086
O -7.668 -6.046 -2.192 -0.016 0.055 0.034 0.080
O 1.552 3.689 4.273 0.056 0.185 0.230 0.089
O 1.934 3.340 6.369 0.019 0.058 -0.073 0.033
O 4.476 -3.198 0.416 0.303 0.304 0.238 0.079
O 9.927 2.213 -2.120 -0.018 -0.052 -0.071 0.085
O -9.471 -4.985 -1.704 0.174 0.070 0.067 0.043
O 5.740 -1.560 1.050 0.009 -0.320 -0.076 0.070
O 1.136 10.411 -7.626 0.040 -0.067 0.005 0.066
O -0.811 -0.548 5.088 -0.060 -0.123 0.022 0.091
O 4.302 5.176 -6.374 0.026 -0.021 -0.037 0.055
O -2.167 -1.823 6.179 0.073 0.045 -0.044 0.055
O 9.350 0.139 -2.068 0.184 0.192 0.006 0.047
O 3.310 3.562 -7.394 0.056 0.043 -0.012 0.085
O -0.653 -2.589 11.993 0.037 -0.036 -0.073 0.065
O -15.417 -4.658 -0.195 -0.027 -0.056 -0.036 0.074
O -16.825 -6.048 -1.043 0.064 0.039 0.015 0.066
O 2.342 0.686 -1.308 -0.338 -0.070 -0.105 -0.231
N -15.714 -5.561 -0.951 -0.001 -0.006 0.009 -0.353
N -8.265 -5.160 -1.616 -0.068 -0.053 -0.068 -0.339
N 1.612 9.342 -7.295 0.005 0.002 0.023 -0.353
N 4.187 4.395 -7.302 -0.047 -0.025 0.070 -0.341
N -0.594 -3.292 11.001 -0.090 -0.068 -0.029 -0.340
N -1.344 -0.925 6.105 0.014 0.048 0.097 -0.349
N 9.164 1.305 -2.372 -0.114 -0.069 0.102 -0.337
N 2.061 3.075 5.181 0.053 -0.303 -0.187 -0.344
N 5.511 -2.557 0.391 -0.021 -0.097 -0.360 -0.333
C 2.874 1.889 4.824 -0.123 0.127 0.007 -0.148
C -1.516 -0.688 8.549 -0.140 -0.089 0.155 -0.023
C 0.133 9.375 -5.330 -0.102 0.088 0.058 -0.011
C 6.463 3.200 -4.089 -0.146 0.001 -0.114 -0.059
C -1.341 -4.568 11.020 0.076 0.143 -0.004 -0.144
C -1.974 -6.581 9.932 -0.025 -0.043 0.007 -0.063
C -7.497 -4.244 -0.758 -0.067 -0.098 -0.078 -0.155
C 8.397 -3.844 -2.430 0.036 0.060 0.026 -0.073
C 2.030 3.072 -0.912 -0.092 0.203 0.017 -0.301
C 7.068 4.562 -10.371 -0.004 0.000 0.006 -0.073
C 1.122 8.728 -6.045 0.048 0.064 -0.145 -0.151
C 5.850 0.870 -3.995 -0.130 0.126 -0.084 -0.054
C -13.983 -7.613 -3.529 0.047 -0.014 -0.027 -0.071
C -7.440 -2.403 0.739 0.032 0.012 0.030 -0.059
C -2.070 -4.896 12.145 -0.062 -0.010 0.132 -0.007
C -3.225 -0.713 -0.637 0.009 0.191 -0.554 -0.276
C 7.214 -4.548 -2.266 -0.029 -0.041 -0.074 -0.072
C 0.545 2.764 -1.130 -0.212 -0.027 0.340 -0.439
C 0.197 7.573 -3.738 -0.007 0.008 0.009 -0.059
C -13.376 -5.589 -1.721 0.117 0.072 0.035 0.005
C 6.025 3.650 -10.451 0.038 0.005 -0.032 -0.066
C -14.979 -7.113 -2.708 -0.061 -0.106 -0.081 -0.013
C 4.195 0.029 5.483 0.011 -0.021 -0.014 -0.076
C 0.285 1.428 8.492 0.022 0.019 0.081 -0.058
C -6.066 -2.557 0.854 0.002 0.018 0.046 -0.063
C -0.330 8.785 -4.167 -0.004 -0.023 0.030 -0.066
C 7.031 0.579 -3.340 -0.017 -0.110 0.010 0.004
C 7.910 1.614 -3.079 0.097 -0.033 0.056 -0.146
C 5.073 3.593 -9.448 -0.034 -0.106 -0.101 -0.001
C 1.195 6.948 -4.472 -0.024 -0.011 0.043 -0.049
C 5.192 4.461 -8.381 -0.105 0.002 0.127 -0.145
C 7.738 -2.309 -0.696 0.029 -0.072 -0.200 -0.003
C -0.072 0.803 7.309 0.078 0.102 -0.049 0.006
C -14.652 -6.107 -1.821 -0.111 0.065 0.087 -0.151
C 6.278 -4.136 -1.334 -0.082 -0.123 -0.021 -0.010
C 2.926 -0.478 -0.795 0.229 -0.058 0.138 -0.140
C 1.666 7.527 -5.639 0.113 -0.189 -0.004 -0.001
C -12.386 -6.097 -2.546 -0.037 -0.038 -0.079 -0.050
C -12.693 -7.106 -3.450 -0.010 -0.002 0.001 -0.064
C -6.129 -4.416 -0.665 0.127 -0.046 -0.003 0.000
C 7.162 5.426 -9.288 0.033 -0.006 -0.039 -0.064
C 5.565 2.178 -4.370 0.001 -0.029 -0.013 -0.060
C -1.279 -5.384 9.909 0.017 -0.060 -0.130 0.002
C 6.215 5.381 -8.279 0.096 0.108 0.035 0.000
C -2.761 -6.095 12.155 -0.021 -0.045 -0.006 -0.070
C -5.412 -3.560 0.151 0.033 0.012 0.040 -0.057
C -0.966 -0.246 7.365 -0.044 -0.077 -0.164 -0.138
C 3.685 0.403 3.159 0.022 -0.031 -0.027 -0.044
C 2.963 1.538 3.491 0.076 0.052 0.014 -0.011
C 8.667 -2.729 -1.650 -0.274 -0.055 0.232 -0.076
C -3.757 2.144 -1.459 0.074 -0.281 -0.009 -0.276
C -1.686 0.453 -2.997 -0.152 0.043 0.161 -0.250
C 2.992 1.886 -0.970 0.028 -0.008 0.121 -0.253
C 4.299 -0.348 4.150 -0.004 -0.014 0.005 -0.067
C -1.148 -0.062 9.727 -0.001 0.099 0.023 -0.084
C 3.473 1.157 5.831 0.052 -0.031 0.173 -0.023
C 7.652 2.921 -3.439 0.047 0.135 0.033 -0.002
C -0.247 0.993 9.699 0.002 -0.001 -0.041 -0.067
C -2.711 -6.938 11.052 0.005 0.007 0.002 -0.074
C -8.171 -3.251 -0.075 -0.089 0.092 0.052 -0.009
C 6.555 -3.020 -0.568 0.037 0.243 0.139 -0.136
H -4.250 2.241 -0.494 -0.070 0.135 0.145 0.007
H 3.751 0.096 2.124 -0.007 -0.014 0.031 0.084
H -0.171 7.113 -2.831 -0.001 -0.014 0.014 0.112
H -1.939 -7.235 9.072 -0.006 -0.009 -0.014 0.109
H 0.041 1.479 10.621 0.000 0.011 0.012 0.104
H 9.582 -2.173 -1.792 -0.022 0.003 0.068 0.092
H 7.812 4.600 -11.155 0.007 0.005 -0.014 0.106
H 1.608 6.006 -4.141 0.003 -0.042 0.017 0.111
H -5.495 -1.894 1.489 0.016 0.028 -0.017 0.114
H -4.497 1.794 -2.178 -0.118 0.013 -0.174 0.011
H 0.395 2.311 -2.109 -0.051 -0.155 -0.127 0.010
H -4.228 -0.475 -0.292 -0.102 -0.014 0.294 -0.001
H 7.916 -1.433 -0.090 -0.020 0.032 0.035 0.118
H -0.703 -5.083 9.047 0.020 0.041 0.003 0.123
H 0.978 2.258 8.459 0.012 0.018 -0.017 0.095
H 4.669 -0.561 6.256 0.007 -0.009 0.012 0.101
H 3.764 2.086 -1.707 0.403 0.077 -0.320 0.097
H 5.344 -4.660 -1.204 -0.020 0.027 0.019 0.119
H 5.144 0.078 -4.203 -0.038 -0.001 0.006 0.113
H 7.007 -5.415 -2.879 0.001 -0.020 -0.007 0.105
H -2.031 1.176 -3.732 0.016 0.128 -0.171 0.010
H 5.951 2.980 -11.296 0.002 -0.008 -0.014 0.107
H 0.196 -0.041 0.285 -0.505 -0.197 0.355 -0.148
H -15.988 -7.491 -2.751 -0.031 0.027 0.027 0.116
H 3.355 -1.097 -1.588 0.040 -0.027 -0.185 0.077
H -3.392 3.122 -1.760 0.023 0.159 -0.060 0.005
H -1.468 3.165 1.077 -0.294 -0.261 0.224 -0.175
H 2.131 3.536 0.067 0.097 0.144 0.097 0.074
H 4.636 2.403 -4.879 -0.025 0.008 0.036 0.105
H 0.911 1.973 1.683 0.051 -0.278 -0.406 -0.142
H 3.508 1.776 -0.013 -0.054 -0.095 0.187 0.101
H 3.727 -0.229 -0.097 0.109 -0.075 0.090 0.049
H -11.919 -7.498 -4.095 0.015 -0.010 -0.004 0.108
H -0.264 10.315 -5.681 0.014 0.011 -0.044 0.116
H 9.110 -4.157 -3.182 0.031 -0.024 0.010 0.105
H 2.372 3.811 -1.642 0.050 0.114 -0.107 0.080
H 2.438 7.047 -6.220 0.016 0.034 -0.034 0.099
H -13.163 -4.804 -1.011 -0.038 0.017 0.021 0.120
H 0.326 1.123 6.359 -0.008 -0.017 -0.038 0.107
H 4.253 2.892 -9.487 -0.027 0.002 0.042 0.120
H 0.054 3.740 -1.183 -0.243 0.171 -0.017 0.015
H -3.335 -1.399 -1.478 -0.050 -0.202 -0.096 0.004
H 2.183 -1.064 -0.259 -0.194 -0.037 0.012 0.058
H 7.268 -0.427 -3.030 0.039 -0.010 0.022 0.108
H 8.361 3.700 -3.203 0.041 -0.020 0.019 0.118
H -1.506 0.826 1.911 -0.250 0.064 -0.111 -0.199
H 6.230 4.217 -4.375 -0.018 0.012 -0.002 0.102
H 6.265 6.044 -7.430 -0.038 -0.005 0.031 0.120
H -9.240 -3.147 -0.180 -0.019 -0.034 -0.025 0.115
H -2.640 -1.201 0.134 -0.036 -0.052 0.235 -0.004
H -2.094 -4.224 12.989 0.031 0.039 -0.005 0.118
H 4.852 -1.239 3.882 0.012 0.004 -0.033 0.099
H -0.600 0.430 -3.011 0.160 0.034 -0.011 -0.007
H -1.107 9.271 -3.594 -0.012 0.002 0.013 0.107
H -3.251 -7.875 11.066 -0.014 -0.010 -0.003 0.105
H -1.561 -0.400 10.667 0.015 -0.007 0.024 0.095
H 2.449 2.117 2.737 -0.026 -0.025 0.017 0.037
H -2.038 -0.531 -3.301 -0.092 -0.149 -0.109 0.002
H -4.340 -3.667 0.240 0.022 0.027 -0.026 0.112
H 7.973 6.138 -9.227 0.012 0.012 -0.004 0.108
H -11.380 -5.709 -2.485 -0.007 -0.023 0.014 0.076
H -2.216 -1.511 8.546 -0.003 -0.020 -0.069 0.114
H -5.641 -5.202 -1.220 -0.031 -0.026 -0.026 0.118
H -3.340 -6.372 13.025 -0.010 -0.007 0.010 0.106
H 3.371 1.464 6.862 -0.035 0.025 -0.001 0.111
H -7.946 -1.618 1.285 -0.003 0.018 0.005 0.109
H -14.218 -8.400 -4.233 0.003 -0.012 -0.011 0.105
```
Positions in Å, forces in eV/Å.